Entry 1:
The following is a DFT calculation (the ωB97M-V functional and the def2-TZVPD basis) of C5H8KO3 as an isolated structure at a distorted geometry.

Atoms and positions in Å:
O  1.8348  1.6917  -1.1587
O  0.0039  0.4644  -1.1104
O  0.4821  1.6777  0.6900
C  2.6659  2.6045  -0.7148
C  -1.6355  0.4361  -0.6496
C  -2.1194  -0.8062  -0.3976
C  0.6594  1.3923  -0.4660
H  2.3743  2.8202  0.3414
H  -2.2687  1.2981  -0.8719
H  -3.1872  -0.6475  -0.1579
H  -0.4546  -1.7112  0.0219
H  -2.0844  -1.8305  -0.0297
K  -0.8551  0.3912  2.4533
C  0.8827  -1.7370  0.3594
H  1.7997  -1.1734  0.5655
H  1.0161  -2.6521  -0.2249
H  0.8861  -2.2185  1.3498

Forces on the atoms, in the same order (eV/Å):
O -1.052 0.294 -0.707
O -4.253 1.489 -0.139
O -0.469 1.130 0.031
C 0.833 0.077 0.441
C 2.958 -3.891 -0.931
C -2.481 3.031 1.044
C 1.075 -2.302 1.166
H -0.221 0.191 -0.213
H 0.925 0.076 -0.024
H -0.074 0.405 -0.565
H 5.405 1.255 1.389
H 1.421 0.091 -0.870
K 0.133 -0.064 0.175
C -3.726 -3.158 0.828
H -0.750 1.187 -1.508
H 0.954 0.416 -0.326
H -0.678 -0.227 0.209

Summary:
HOMO (eV): -11.985
E_LUMO (eV): -3.91
Multiplicity: 1
Charge: +1

=====

Entry 2:
The following is a DFT calculation (the ωB97M-V functional and the def2-TZVPD basis) of C5H8Li2O4 as an isolated structure at a distorted geometry.

Atoms and positions in Å:
O  0.1369  1.1663  2.6539
C  0.6761  1.3545  1.3642
C  1.0950  0.0619  0.6596
H  -0.0920  1.8555  0.7369
H  1.5349  2.0591  1.4218
H  2.1046  -0.2843  0.9407
H  1.2969  0.3134  -0.3966
O  -1.4344  -0.2384  -0.4529
C  -0.5632  -1.1714  0.0666
C  -1.0760  0.0224  -1.8022
O  -0.9279  -1.7474  1.1186
O  -0.1093  -1.9381  -0.9801
C  -0.2538  -1.2190  -2.1988
H  -0.4818  0.9468  -1.8451
H  -1.9919  0.1371  -2.3929
H  0.7383  -0.9513  -2.5875
H  -0.7718  -1.8602  -2.9225
Li  0.3379  2.1176  4.0790
Li  -0.2184  -0.6248  2.5374

Forces on the atoms, in the same order (eV/Å):
O 0.041 0.011 1.368
C 0.117 0.166 -0.909
C -0.628 0.160 -1.599
H 0.278 -0.188 0.162
H -0.140 -0.092 0.017
H -0.435 -0.380 0.568
H -0.148 0.250 0.129
O -0.062 0.696 -0.454
C 0.724 0.206 1.795
C 0.035 0.080 0.161
O -0.051 -0.116 0.651
O 0.424 -0.015 -0.365
C 0.158 0.000 0.073
H -0.129 -0.197 -0.122
H 0.202 0.018 0.142
H -0.230 -0.051 0.016
H 0.130 0.123 0.162
Li -0.093 -0.275 -0.596
Li -0.194 -0.395 -1.201

Summary:
HOMO (eV): -6.465
E_LUMO (eV): -1.27
Multiplicity: 1

=====

Entry 3:
The following is a DFT calculation (the ωB97M-V functional and the def2-TZVPD basis) of C5H8MgO5Rh as an isolated structure at a distorted geometry.

Atoms and positions in Å:
C  -1.9168  0.7454  2.1969
O  -2.7515  1.0890  3.0642
O  -0.9384  0.0110  2.4711
Rh  -4.3507  1.9110  3.0217
O  0.6688  1.6953  0.6556
C  0.6527  1.9970  -0.6670
C  0.2496  0.8451  -1.5046
O  0.4755  -0.2594  -0.9368
C  0.5527  -1.6264  -1.4286
C  1.4914  -2.2987  -0.4194
O  1.1764  -1.9381  0.8734
Mg  0.7126  -0.1425  1.3692
H  1.6143  2.3384  -1.1228
H  -0.0552  2.8146  -0.9415
H  0.1693  0.8850  -2.5990
H  -2.1160  0.9688  1.0682
H  0.9087  -1.6057  -2.4646
H  -0.4698  -2.0127  -1.3454
H  2.5311  -2.0290  -0.6958
H  1.3955  -3.3881  -0.5948

Forces on the atoms, in the same order (eV/Å):
C -1.157 -0.399 -1.019
O 5.408 -2.427 -0.559
O 1.493 0.006 -0.668
Rh -5.266 2.707 0.028
O 0.705 1.135 -0.433
C -1.254 0.519 -1.612
C -1.432 2.704 -3.453
O 1.472 -4.927 3.665
C -0.470 1.552 -0.059
C -1.437 -1.123 -0.879
O 1.296 -1.119 -0.835
Mg -1.521 0.431 0.572
H 0.476 0.524 1.099
H 0.630 0.336 0.742
H -0.039 0.267 0.522
H 0.135 0.107 1.702
H 0.030 -0.351 0.270
H 0.310 -0.260 -0.233
H 0.171 0.121 0.579
H 0.449 0.197 0.569

Summary:
HOMO (spin up / spin down) (eV): -14.595 / -15.521
E_LUMO (spin up / spin down) (eV): -7.17 / -11.54
Multiplicity: 6
Charge: +2

=====

Energy relative to the best compared isomer or geometry (same formula, charge and spin) (kcal/mol)
140.6; 16.1; 0.0
Molar mass (g/mol)
155.2; 146.0; 275.3
Electronic energy (hartree)
-1020.4832; -511.3330; -881.2999